Record 1
The following is a quantum chemistry calculation of C18H30Cl6Mg3O12 as an isolated structure at a distorted geometry, from the OMol25 dataset.

Cartesian coordinates (Å):
Mg -0.1643 0.2987 -3.3996
Mg 0.8854 -0.6508 2.6029
Mg 1.3439 -1.7772 -1.0296
C -2.9429 2.4937 -4.9692
C -1.8920 1.6702 -4.3774
O -0.9627 1.1770 -5.0386
O -1.6391 1.5638 -3.1794
H -3.8389 2.5817 -4.3548
H -3.3556 2.1595 -5.9212
H -2.5103 3.4853 -5.1016
C -2.1537 -0.0276 4.8954
C -1.1135 -0.2329 3.8236
O -0.8531 -1.3240 3.2978
O -0.2936 0.6884 3.4888
H -2.3256 -0.8996 5.5265
H -3.1677 0.2949 4.6592
H -1.7425 0.6339 5.6578
C 4.0785 0.9758 -3.0446
C 2.6899 0.4242 -2.7451
O 1.6702 0.9645 -3.2835
O 2.5289 -0.5539 -1.9630
H 4.4411 0.4461 -3.9256
H 4.7994 0.9854 -2.2271
H 3.9079 2.0164 -3.3203
C -0.3002 -3.8852 -4.5265
C 0.1040 -2.7211 -3.6033
O -0.2032 -1.5683 -3.9597
O 0.7660 -2.8395 -2.5425
H -0.3240 -4.7537 -3.8683
H 0.2173 -4.1451 -5.4500
H -1.3395 -3.7493 -4.8256
C 3.8616 -3.7568 1.9530
C 2.7186 -2.8291 1.5121
O 2.3094 -1.9567 2.3423
O 2.2247 -2.8292 0.3862
H 4.8668 -3.3399 2.0150
H 4.0703 -4.4568 1.1440
H 3.6062 -4.3623 2.8226
C -1.7252 0.6115 0.2730
C -0.4638 -0.1923 -0.1669
O 0.4757 -0.5076 0.6781
O -0.2141 -0.4470 -1.3971
H -1.4408 1.5006 0.8359
H -2.2377 -0.0238 0.9954
H -2.3445 0.7296 -0.6162
Cl -0.8373 -3.9330 0.0170
C -2.5918 -4.1396 0.4147
C -3.1275 -3.0820 1.3398
Cl -4.7004 -3.6203 1.9947
H -2.5932 -5.1161 0.8991
H -3.1337 -4.1250 -0.5309
H -3.2565 -2.1120 0.8596
H -2.5534 -2.9256 2.2530
Cl -2.1906 5.6695 4.9996
C -2.1024 4.4126 3.7159
C -0.6085 4.0465 3.4103
Cl 0.2207 5.4649 2.6421
H -2.5425 4.9147 2.8544
H -2.7214 3.5636 4.0059
H -0.6343 3.2212 2.6988
H -0.0175 3.6028 4.2115
Cl 0.6284 3.0488 -0.0378
C 2.3533 3.4606 0.3642
C 3.1607 2.1972 0.5911
Cl 2.7228 1.3346 2.0922
H 2.3940 4.1006 1.2456
H 2.8098 3.9698 -0.4846
H 4.1591 2.6303 0.6525
H 3.1446 1.5442 -0.2815

The multiplicity is 2. The expectation value of S² is 0.758. The gap between HOMO and LUMO (spin up / spin down) comes out at 8.95 / 3.54 eV. Its total charge is +1. The value obtained for the HOMO energy (spin up / spin down) is -12.3 / -12.3 eV. As for the total energy: -135199.0406 eV.

Quick look at the natural (NBO) charges, all values in e: Mg 1.7922; Mg 1.8010; Mg 1.8090; C -0.7606; C 0.7769; O -0.3389; O -0.4714; H 0.2780; H 0.2854; H 0.2947; C -0.7504; C 0.7840; O -0.8157; O -0.8736; H 0.2505; H 0.2524; H 0.2467; C -0.7315; C 0.8585; O -0.8944; O -0.8577; H 0.2569; H 0.2383; H 0.2330; C -0.7373; C 0.8738; O -0.9079; O -0.8506; H 0.2364; H 0.2576; H 0.2306; C -0.7406; C 0.8762; O -0.9088; O -0.8505; H 0.2509; H 0.2314; H 0.2456; C -0.7204; C 0.8603; O -0.8946; O -0.9009; H 0.2673; H 0.2471; H 0.2241; Cl -0.0863; C -0.3662; C -0.3955; Cl -0.0509; H 0.2370; H 0.2216; H 0.2014; H 0.2518; Cl -0.0629; C -0.3828; C -0.3795; Cl -0.0770; H 0.2215; H 0.2224; H 0.2220; H 0.2373; Cl -0.1006; C -0.3614; C -0.3808; Cl -0.0669; H 0.2472; H 0.2300; H 0.2349; H 0.2308


Record 2
The following is a quantum chemistry calculation of C41H32F5N3O2PbS3Te as an isolated structure, from the OMol25 dataset.

Cartesian coordinates (Å):
Pb 1.1457 1.4059 -2.5728
C -1.1303 -4.1765 2.9561
C -1.1798 -2.8680 2.2173
C -2.3357 -2.0991 2.1885
C -2.4023 -0.9159 1.4612
C -3.6975 -0.1615 1.3602
O -4.2198 0.0102 0.2817
C -4.3181 0.3369 2.6217
C -5.6556 0.7262 2.5968
C -6.2547 1.2198 3.7416
C -5.5170 1.3414 4.9137
C -4.1821 0.9665 4.9409
C -3.5830 0.4584 3.7976
C -1.2759 -0.4698 0.7868
O -1.3105 0.7399 0.1264
C -0.0861 -1.1918 0.8464
C -0.0603 -2.3942 1.5396
C 1.1552 -0.6650 0.1974
N 1.7308 0.4198 0.5283
C 1.2318 1.2227 1.6276
C 2.3521 2.0469 2.2331
Te 4.0431 0.8796 2.8530
C 2.8961 -0.5718 3.8626
C 2.0100 -0.2038 4.8718
C 1.2678 -1.1677 5.5381
C 1.4277 -2.5104 5.2234
C 2.3135 -2.8831 4.2239
C 3.0343 -1.9163 3.5336
C 1.7358 -1.4480 -0.9265
C 3.0871 -1.2952 -1.2427
C 3.6212 -1.9414 -2.3434
C 2.8113 -2.7393 -3.1457
C 1.4708 -2.9029 -2.8311
C 0.9367 -2.2705 -1.7161
H -2.0930 -4.4103 3.4084
H -0.3796 -4.1468 3.7463
H -0.8664 -4.9931 2.2826
H -3.2165 -2.4351 2.7247
H -6.2047 0.6361 1.6692
H -7.2952 1.5151 3.7240
H -5.9857 1.7329 5.8074
H -3.6071 1.0707 5.8515
H -2.5402 0.1672 3.8158
H 0.8609 -2.9655 1.5594
H 0.7587 0.6094 2.4030
H 0.4657 1.9015 1.2368
H 1.9906 2.6151 3.0875
H 2.7555 2.7539 1.5069
H 1.9062 0.8388 5.1474
H 0.5799 -0.8711 6.3197
H 0.8669 -3.2629 5.7629
H 2.4417 -3.9288 3.9724
H 3.7067 -2.2103 2.7369
H 3.6968 -0.6604 -0.6117
H 4.6710 -1.8255 -2.5812
H 3.2265 -3.2369 -4.0126
H 0.8365 -3.5149 -3.4583
H -0.1133 -2.3940 -1.4799
S 0.0221 3.6114 -1.7626
C -1.6948 3.3047 -2.0080
C -2.5015 4.4087 -2.2995
C -3.8638 4.2755 -2.4971
C -4.4808 3.0335 -2.4103
C -3.7122 1.9266 -2.1112
C -2.3357 2.0546 -1.9108
S -1.4575 0.5850 -1.5607
H -2.0333 5.3800 -2.3833
H -4.4507 5.1548 -2.7305
H -5.5450 2.9314 -2.5711
H -4.1608 0.9485 -2.0123
F 4.3941 -1.8755 -7.0547
C 3.3473 -1.2036 -6.5722
C 2.1252 -1.8323 -6.4113
F 2.0012 -3.1240 -6.7317
C 1.0498 -1.1350 -5.8939
F -0.0962 -1.8019 -5.7394
C 1.1352 0.2065 -5.5222
S -0.2376 1.0584 -4.8302
C 2.3793 0.8044 -5.7080
F 2.5622 2.0918 -5.3669
C 3.4721 0.1256 -6.2155
F 4.6478 0.7462 -6.3539
N 3.5375 3.7583 -1.4020
N 3.3828 3.1559 -2.6891
H 4.5075 3.7660 -1.1106
H 3.0084 3.2132 -0.7307
H 4.1760 2.5743 -2.9385
H 3.2970 3.8899 -3.3819

The gap between HOMO and LUMO comes out at 7.68 eV. Its total charge is 0. The value obtained for the HOMO energy is -7.8 eV. The relative energy (zero: lowest compared OMol25 entry of this formula, charge and spin) comes out at 5.4 kcal per mole. As for the total energy: -110234.8244 eV.

Quick look at the Mulliken charges, all values in e: Pb 1.1031; C -1.4933; C 0.3576; C 0.0474; C 1.0239; C -0.2073; O -0.6188; C 0.3006; C -0.4356; C -0.6523; C -0.3252; C -0.8591; C -0.1344; C -0.9774; O -0.5182; C 0.9688; C -0.1376; C -0.3581; N 0.3407; C -0.3285; C -1.3720; Te 0.1870; C -0.0424; C -0.3899; C -0.5823; C -0.4172; C -0.6494; C -0.1440; C 0.5482; C -0.3934; C -0.7926; C -0.4335; C -1.1957; C 0.0932; H 0.3907; H 0.2023; H 0.3452; H 0.3952; H 0.4600; H 0.3977; H 0.3857; H 0.4074; H 0.4913; H 0.7154; H 0.1747; H 0.2082; H 0.5192; H 0.3785; H 0.4067; H 0.4404; H 0.4658; H 0.3826; H 0.3990; H 0.3658; H 0.4470; H 0.5566; H 0.4329; H 0.3676; S -0.5700; C 0.6305; C -0.7415; C -0.5235; C -0.9217; C -0.4946; C 0.3779; S -0.2690; H 0.4672; H 0.3793; H 0.4098; H 0.4711; F -0.3350; C 0.8682; C 0.1920; F -0.3710; C 0.4226; F -0.4314; C -0.0219; S -0.4163; C 0.3164; F -0.4188; C 0.0127; F -0.3234; N -0.6082; N -0.2158; H 0.2441; H 0.1504; H 0.2276; H 0.2438


Record 3
The following is a quantum chemistry calculation of C37H43NP2PdSb2 as an isolated structure, from the OMol25 dataset.

Cartesian coordinates (Å):
Pd 0.1725 -0.1256 -0.0658
C 0.4211 -4.5052 -0.1104
N 0.2984 -3.0628 -0.3422
P 1.5746 -1.9586 -0.3805
C 2.2107 -1.8830 -2.0629
C 1.6239 -2.6001 -3.1047
C 2.1343 -2.4794 -4.3892
C 3.2117 -1.6421 -4.6357
C 3.7906 -0.9191 -3.6005
C 3.2918 -1.0345 -2.3142
C 2.9406 -2.5964 0.6060
C 3.1280 -2.1316 1.9029
C 4.1607 -2.6285 2.6809
C 5.0098 -3.5942 2.1583
C 4.8352 -4.0522 0.8593
C 3.8095 -3.5505 0.0756
P -1.0971 -2.0914 -0.5038
C -2.3287 -2.5192 0.7359
C -2.5700 -3.8065 1.2122
C -3.5774 -4.0139 2.1439
C -4.3619 -2.9547 2.5799
C -4.1482 -1.6777 2.0805
C -3.1285 -1.4585 1.1657
C -1.8186 -2.3840 -2.1267
C -2.0924 -3.6740 -2.5890
C -2.6065 -3.8527 -3.8640
C -2.8676 -2.7552 -4.6724
C -2.6279 -1.4712 -4.2064
C -2.1079 -1.2854 -2.9362
H 1.4539 -4.8123 -0.2559
H -0.1821 -5.0670 -0.8234
H 0.1199 -4.7579 0.9074
H 0.7774 -3.2504 -2.9258
H 1.6884 -3.0460 -5.1958
H 3.6081 -1.5525 -5.6384
H 4.6343 -0.2718 -3.7994
H 3.7533 -0.4856 -1.4996
H 2.4746 -1.3624 2.2908
H 4.3121 -2.2596 3.6869
H 5.8192 -3.9836 2.7613
H 5.5077 -4.7950 0.4520
H 3.7000 -3.8895 -0.9489
H -1.9873 -4.6537 0.8764
H -3.7554 -5.0118 2.5218
H -5.1487 -3.1305 3.3013
H -4.7733 -0.8540 2.3993
H -2.9670 -0.4610 0.7700
H -1.9255 -4.5425 -1.9692
H -2.8143 -4.8524 -4.2214
H -3.2734 -2.9054 -5.6638
H -2.8495 -0.6155 -4.8296
H -1.9298 -0.2864 -2.5704
C -0.7296 -1.6691 3.7295
Sb -0.1351 0.0053 2.5680
C 1.5048 0.6693 3.7398
C -1.5768 1.5823 2.8863
C -0.8799 2.8463 3.2877
C -0.7206 3.0959 4.6519
C -0.0418 4.2104 5.1125
C 0.4928 5.1072 4.1977
C 0.3188 4.8835 2.8421
C -0.3675 3.7664 2.3615
C -0.5522 3.6403 0.8813
Sb 0.9093 2.4126 -0.1223
C 2.7080 3.1199 0.7431
C 0.9444 3.2785 -2.0578
H -0.9381 -1.3209 4.7406
H 0.1107 -2.3629 3.7520
H -1.6076 -2.1495 3.3075
H 1.1003 1.1825 4.6100
H 2.1383 1.3531 3.1797
H 2.0942 -0.1862 4.0616
H -2.2519 1.2302 3.6654
H -2.1349 1.6727 1.9557
H -1.1520 2.4004 5.3639
H 0.0593 4.3848 6.1752
H 1.0197 5.9884 4.5375
H 0.7014 5.6067 2.1310
H -0.4794 4.6192 0.4084
H -1.5206 3.2174 0.6101
H 2.9416 4.0925 0.3139
H 3.5149 2.4217 0.5305
H 2.5789 3.2211 1.8187
H 1.1520 4.3431 -1.9662
H -0.0183 3.1257 -2.5400
H 1.7250 2.7987 -2.6445

The multiplicity is 3. The expectation value of S² is 2.010. The gap between HOMO and LUMO (spin up / spin down) comes out at 8.35 / 5.88 eV. Its total charge is +2. The value obtained for the HOMO energy (spin up / spin down) is -13.0 / -13.4 eV. The relative energy (zero: lowest compared OMol25 entry of this formula, charge and spin) comes out at 11.5 kcal per mole. As for the total energy: -75676.3684 eV.

Quick look at the Mulliken charges, all values in e: Pd 0.0392; C -0.8809; N 0.5021; P 1.2949; C 0.7268; C -0.2383; C -0.8335; C -0.5113; C -0.7757; C -0.7195; C 0.2191; C 0.3168; C -0.5139; C -0.5778; C -0.8195; C -0.2796; P -1.5319; C 1.4556; C -0.3899; C -0.8077; C -0.6503; C -0.6701; C -0.7003; C 0.8496; C -0.2368; C -0.7409; C -0.5868; C -0.7105; C -0.2499; H 0.3313; H 0.2826; H 0.3783; H 0.3526; H 0.4710; H 0.4222; H 0.4743; H 0.5166; H -0.4269; H 0.4686; H 0.4224; H 0.4354; H 0.4791; H 0.3416; H 0.4608; H 0.4259; H 0.4862; H 0.4336; H 0.3173; H 0.4582; H 0.4451; H 0.4474; H 0.3884; C -1.0396; Sb 0.7376; C -1.4122; C -1.3436; C 0.6056; C -0.7156; C -0.6468; C -0.7103; C -0.6210; C 0.6099; C -1.6396; Sb 0.7389; C -1.3447; C -1.2776; H 0.5348; H 0.4134; H 0.2109; H 0.5282; H 0.3178; H 0.5603; H 0.8420; H 0.3764; H 0.4603; H 0.4345; H 0.4414; H 0.4270; H 0.7561; H 0.5554; H 0.4368; H 0.4561; H 0.3149; H 0.4023; H 0.4126; H 0.3872